# 1
A molecular structure, C50H54IN5P2SSe2Sm at a distorted geometry, computed with ωB97M-V/def2-TZVPD.

Atoms and positions in Å:
Sm: -12.76 -19.18 0.41
C: -15.85 -17.26 4.33
C: -16.37 -18.48 3.92
C: -16.28 -18.80 2.58
C: -15.51 -18.05 1.69
C: -14.98 -16.86 2.15
C: -15.12 -16.48 3.48
N: -15.05 -18.62 0.46
C: -15.96 -19.01 -0.44
C: -17.32 -18.65 -0.40
C: -18.18 -19.13 -1.37
C: -17.72 -19.92 -2.44
C: -16.38 -20.29 -2.53
C: -15.50 -19.81 -1.55
N: -14.13 -20.05 -1.61
N: -13.67 -20.78 -2.49
C: -12.33 -21.07 -2.40
C: -11.86 -21.92 -3.40
C: -10.58 -22.40 -3.32
C: -9.83 -22.10 -2.19
C: -10.38 -21.20 -1.27
N: -11.59 -20.71 -1.33
H: -15.92 -16.93 5.34
H: -16.93 -19.15 4.56
H: -16.70 -19.72 2.20
H: -14.37 -16.22 1.46
H: -14.62 -15.55 3.83
H: -17.75 -18.10 0.39
H: -19.24 -18.89 -1.27
H: -18.37 -20.15 -3.24
H: -16.01 -20.92 -3.32
H: -12.56 -22.23 -4.12
H: -10.21 -23.10 -4.06
H: -8.84 -22.50 -2.07
H: -9.82 -20.96 -0.38
C: -10.67 -25.01 1.96
Se: -9.25 -24.03 1.02
C: -8.64 -22.82 2.47
C: -9.62 -21.95 3.21
Se: -9.96 -20.17 2.35
C: -8.08 -19.76 2.06
H: -10.58 -24.98 3.03
H: -10.59 -26.03 1.60
H: -11.64 -24.57 1.73
H: -7.81 -22.30 2.01
H: -8.04 -23.43 3.13
H: -9.34 -21.65 4.21
H: -10.60 -22.43 3.27
H: -7.50 -20.00 2.94
H: -8.00 -18.67 1.91
H: -7.68 -20.26 1.19
C: -9.93 -12.08 -3.17
S: -11.67 -12.20 -3.75
C: -12.74 -12.25 -2.28
C: -13.07 -13.68 -1.94
C: -11.86 -14.30 -1.27
N: -12.13 -15.63 -0.74
P: -12.17 -17.07 -1.74
C: -10.78 -17.05 -2.84
C: -9.78 -17.97 -2.54
C: -8.58 -17.93 -3.26
C: -8.40 -17.06 -4.33
C: -9.40 -16.13 -4.62
C: -10.59 -16.08 -3.84
C: -13.68 -16.95 -2.76
C: -13.68 -17.72 -3.89
C: -14.91 -17.92 -4.51
C: -16.10 -17.29 -4.05
C: -16.07 -16.54 -2.89
C: -14.87 -16.45 -2.17
P: -11.56 -16.14 0.82
C: -9.79 -15.73 0.70
C: -8.89 -16.76 0.37
C: -7.55 -16.50 0.12
C: -7.06 -15.21 0.25
C: -7.88 -14.22 0.76
C: -9.24 -14.44 0.87
C: -12.17 -14.83 2.01
C: -11.53 -14.86 3.26
C: -11.94 -14.02 4.27
C: -12.91 -13.04 4.04
C: -13.45 -12.90 2.77
C: -13.10 -13.78 1.77
H: -9.32 -11.59 -3.86
H: -9.37 -13.01 -3.02
H: -9.89 -11.54 -2.21
H: -13.60 -11.65 -2.57
H: -12.16 -11.82 -1.44
H: -13.33 -14.23 -2.86
H: -13.97 -13.80 -1.34
H: -11.55 -13.75 -0.40
H: -11.06 -14.26 -1.99
H: -9.92 -18.77 -1.76
H: -7.81 -18.63 -2.97
H: -7.48 -17.02 -4.91
H: -9.35 -15.37 -5.36
H: -11.37 -15.38 -4.11
H: -12.82 -18.24 -4.30
H: -15.04 -18.50 -5.43
H: -16.99 -17.35 -4.76
H: -16.96 -16.04 -2.59
H: -14.72 -15.89 -1.22
H: -9.28 -17.78 0.26
H: -6.91 -17.32 -0.23
H: -6.04 -15.05 0.04
H: -7.45 -13.24 0.95
H: -9.82 -13.61 1.16
H: -10.75 -15.62 3.44
H: -11.48 -14.08 5.24
H: -13.13 -12.35 4.84
H: -14.21 -12.13 2.56
H: -13.52 -13.72 0.83
I: -13.45 -20.90 2.98
C: -13.59 -21.43 0.85
H: -12.88 -22.30 0.82
H: -14.55 -21.76 0.57

## Properties
Orbital gap (spin up / spin down): 6.032 / 6.040 eV
Net charge: +1
Energy: -246281.556 eV
Spin multiplicity: 6

# 2
A molecular structure, C50H55N4O5S2V, computed with ωB97M-V/def2-TZVPD.

Atoms and positions in Å:
V: 0.02 0.65 -0.63
C: 3.62 0.37 1.93
C: 2.69 0.39 0.75
N: 1.44 0.76 0.90
N: 1.17 1.19 2.24
C: 0.03 0.92 2.78
S: -1.70 1.48 1.06
S: -0.13 1.84 4.33
C: -0.28 0.50 5.54
C: 1.00 -0.05 6.15
C: 2.25 0.25 5.65
C: 3.39 -0.31 6.20
C: 3.30 -1.18 7.27
C: 2.05 -1.49 7.79
C: 0.91 -0.93 7.23
C: 3.28 0.00 -0.55
C: 4.55 -0.61 -0.54
C: 5.22 -0.95 -1.69
C: 4.62 -0.67 -2.93
C: 3.38 -0.11 -2.98
C: 2.65 0.20 -1.80
O: 1.45 0.65 -1.93
H: 3.27 1.05 2.69
H: 4.63 0.64 1.63
H: 3.63 -0.64 2.34
H: -0.83 -0.32 5.09
H: -0.92 0.88 6.34
H: 2.32 0.94 4.81
H: 4.36 -0.07 5.78
H: 4.19 -1.62 7.70
H: 1.96 -2.17 8.62
H: -0.07 -1.19 7.62
H: 5.01 -0.86 0.40
H: 6.18 -1.44 -1.64
H: 5.13 -0.94 -3.85
H: 2.87 0.07 -3.92
C: -4.40 -0.70 -2.63
C: -3.81 -2.11 -2.49
C: -3.10 -2.62 -3.75
C: -3.10 -2.41 -1.17
C: -3.57 -3.56 -0.54
C: -3.16 -3.96 0.71
C: -2.25 -3.15 1.38
C: -1.73 -2.01 0.82
C: -0.70 -1.21 1.62
C: -0.01 -2.04 2.71
C: -2.34 -0.05 3.20
C: -2.09 -1.64 -0.52
N: -1.50 -0.52 -1.01
C: -1.52 0.01 -2.30
C: -1.24 1.32 -2.57
N: -0.78 2.22 -1.62
C: -0.83 3.56 -1.88
C: 0.27 4.40 -1.57
C: 0.21 5.75 -1.89
C: -0.90 6.30 -2.51
C: -2.00 5.50 -2.75
C: -2.00 4.15 -2.42
C: -3.31 3.37 -2.46
C: -4.28 3.92 -1.41
C: -3.95 3.36 -3.85
C: 1.49 3.83 -0.88
C: 2.78 4.12 -1.65
C: 1.58 4.30 0.57
H: -5.15 -0.70 -3.43
H: -3.67 0.07 -2.84
H: -4.91 -0.42 -1.70
H: -4.70 -2.75 -2.42
H: -2.10 -2.22 -3.90
H: -3.70 -2.41 -4.64
H: -2.97 -3.71 -3.67
H: -4.32 -4.15 -1.06
H: -3.55 -4.86 1.17
H: -1.95 -3.43 2.38
H: 0.11 -1.00 0.92
H: -0.68 -2.27 3.55
H: 0.84 -1.49 3.11
H: 0.38 -2.96 2.29
H: -2.20 -0.93 3.83
H: -3.48 0.28 1.70
H: -2.43 0.84 3.83
H: -1.63 -0.64 -3.16
H: -1.21 1.63 -3.62
H: 1.06 6.37 -1.66
H: -0.92 7.36 -2.77
H: -2.91 5.93 -3.17
H: -3.10 2.34 -2.18
H: -4.51 4.97 -1.60
H: -3.85 3.83 -0.42
H: -5.21 3.35 -1.43
H: -4.27 4.36 -4.15
H: -4.82 2.71 -3.86
H: -3.24 3.00 -4.60
H: 1.38 2.75 -0.87
H: 3.01 5.19 -1.68
H: 2.71 3.76 -2.67
H: 3.62 3.61 -1.17
H: 1.69 5.39 0.62
H: 2.44 3.85 1.07
H: 0.68 4.02 1.12
O: -3.54 -0.29 2.50
C: -1.16 0.15 2.23
O: 0.56 -3.08 -3.02
C: 1.28 -4.10 -2.54
C: 1.43 -5.25 -3.33
C: 2.14 -6.34 -2.85
C: 2.72 -6.31 -1.58
C: 2.58 -5.16 -0.81
C: 1.88 -4.05 -1.27
C: 1.77 -2.81 -0.41
O: 2.36 -2.77 0.67
O: 1.07 -1.88 -0.92
H: 0.56 -2.41 -2.26
H: 0.97 -5.26 -4.31
H: 2.24 -7.22 -3.47
H: 3.26 -7.16 -1.21
H: 3.02 -5.08 0.17

## Properties
Orbital gap (spin up / spin down): 4.869 / 5.109 eV
Net charge: -2
Energy: -116303.043 eV
Spin multiplicity: 3

# 3
A molecular structure, C50H55N6STa at a distorted geometry, computed with ωB97M-V/def2-TZVPD.

Atoms and positions in Å:
Ta: 0.25 0.34 -0.47
C: 1.72 2.62 5.07
C: 2.82 2.59 4.02
C: 2.54 1.57 3.02
C: 2.96 0.27 3.01
C: 3.89 -0.36 4.06
C: 2.99 -1.14 5.03
C: 2.26 -0.37 1.96
C: 2.42 -1.68 1.53
C: 1.59 -2.32 0.57
C: 1.82 -3.64 0.09
C: 2.98 -4.48 0.52
C: 4.32 -4.18 -0.13
C: 0.74 -3.99 -0.66
C: -0.10 -2.83 -0.68
C: -1.45 -2.79 -1.10
C: -2.30 -1.65 -1.07
N: -1.86 -0.34 -0.73
C: -3.01 0.42 -0.92
C: -3.07 1.78 -0.69
C: -2.15 2.44 0.00
N: -0.92 1.97 0.38
C: -0.39 2.96 1.18
C: 0.78 2.89 1.90
C: 1.51 1.70 2.02
N: 1.39 0.56 1.35
C: -1.29 4.11 1.29
C: -2.35 3.82 0.52
C: -3.65 4.58 0.33
C: -3.74 5.24 -1.03
C: -1.11 5.16 2.26
C: -1.45 4.80 3.68
C: -4.14 -0.39 -1.30
C: -3.69 -1.73 -1.41
C: -4.41 -2.99 -1.81
C: -4.94 -3.74 -0.56
C: -5.60 0.11 -1.29
C: -5.83 0.86 -2.60
N: 0.42 -1.80 0.08
C: 0.53 -5.30 -1.34
C: 0.15 -6.38 -0.29
H: 1.68 3.49 5.73
H: 1.77 1.84 5.81
H: 0.76 2.62 4.54
H: 3.83 2.31 4.43
H: 3.13 3.54 3.61
H: 4.40 0.48 4.53
H: 4.70 -1.02 3.69
H: 2.27 -0.49 5.56
H: 3.64 -1.64 5.78
H: 2.42 -1.95 4.54
H: 3.14 -2.28 2.06
H: 2.77 -5.53 0.20
H: 3.05 -4.39 1.58
H: 4.32 -4.05 -1.18
H: 5.05 -4.92 0.02
H: 4.67 -3.21 0.29
H: -1.98 -3.62 -1.56
H: -3.94 2.22 -1.11
H: 1.05 3.68 2.53
H: -3.73 5.26 1.16
H: -4.39 3.83 0.52
H: -2.90 5.82 -1.29
H: -4.62 5.92 -1.07
H: -3.78 4.42 -1.74
H: -1.76 5.99 1.97
H: -0.10 5.49 2.14
H: -2.57 4.68 3.61
H: -1.13 5.53 4.44
H: -0.99 3.81 3.84
H: -3.73 -3.61 -2.40
H: -5.20 -2.63 -2.44
H: -4.08 -3.86 0.15
H: -5.48 -4.69 -0.74
H: -5.54 -3.08 0.08
H: -5.70 0.83 -0.36
H: -6.27 -0.66 -1.28
H: -5.12 1.59 -2.89
H: -6.76 1.34 -2.82
H: -5.89 0.10 -3.39
H: 1.42 -5.47 -1.92
H: -0.32 -5.30 -2.03
H: 0.88 -6.45 0.56
H: -0.02 -7.40 -0.68
H: -0.84 -6.18 0.11
C: 4.87 -0.07 -0.98
C: 5.02 -0.91 -2.14
C: 3.85 -1.25 -2.80
C: 2.62 -0.73 -2.38
N: 2.46 -0.01 -1.27
C: 3.62 0.35 -0.64
C: 1.37 -0.97 -3.11
C: 1.33 -1.74 -4.30
C: 0.10 -1.96 -4.91
C: -0.99 -1.22 -4.42
C: -0.92 -0.41 -3.35
C: 0.25 -0.41 -2.52
H: 5.64 0.19 -0.29
H: 5.98 -1.33 -2.41
H: 3.99 -1.86 -3.75
H: 3.42 0.83 0.24
H: 2.16 -2.22 -4.79
H: -0.02 -2.64 -5.72
H: -1.96 -1.31 -4.85
H: -1.80 0.09 -3.02
S: 0.66 4.41 -2.62
C: 1.96 4.27 -1.43
C: 1.94 2.99 -0.95
N: 0.96 2.17 -1.48
C: 0.18 2.80 -2.31
H: 2.57 5.12 -1.22
H: 2.56 2.66 -0.07
H: -0.50 2.15 -2.91

## Properties
Orbital gap: 5.566 eV
Net charge: +2
Energy: -74058.943 eV